{"formula": "C3H7N2PS", "method": "ωB97M-V with the def2-TZVPD basis set", "e_tot_ev": -26325.6408, "gap_ev": 8.461, "e_above_lowest_kcal_mol": 68.35, "e_homo_ha": -0.316, "symbols": ["C", "C", "C", "N", "N", "P", "S", "H", "H", "H", "H", "H", "H", "H"], "coordinates": [[-0.350, -1.213, -0.015], [-0.386, -2.603, -0.381], [0.765, 1.920, -0.499], [0.737, -0.671, 0.080], [0.303, 1.089, 0.610], [-0.290, 1.390, 2.137], [-0.610, 3.314, 2.077], [-1.394, -0.776, 0.023], [0.581, -3.138, -0.303], [-0.750, -2.537, -1.464], [-1.261, -3.096, 0.003], [0.457, 2.934, -0.343], [1.860, 2.048, -0.700], [0.340, 1.340, -1.225]], "lowdin_charge": [-0.383, -0.093, -0.179, 0.172, -0.483, 0.366, 0.037, 0.141, 0.097, 0.114, 0.071, 0.010, 0.099, 0.031]}